No. 1
88
Properties=species:S:1:pos:R:3:forces:R:3 method="wB97M-V/def2-TZVPD" charge=-1 homo_energy_ev=-3.03
O -5.739157 0.697213 -4.533671 0.0 0.2 -0.2
C -4.658208 0.480057 -4.110541 -0.4 0.0 0.2
Br -3.170511 1.644814 -4.721478 0.3 0.2 0.0
C -4.257319 -0.537280 -3.111439 0.6 -0.7 -0.1
C -3.342349 -1.663392 -3.660763 0.1 0.0 -0.3
P -3.666465 -2.006912 -5.371432 0.2 1.0 -0.3
P -2.807874 -3.971930 -5.616392 -1.3 -0.5 0.7
O -3.545560 -5.112843 -5.054509 0.2 -0.4 0.0
O -2.647675 -4.145638 -7.212113 0.1 0.3 -0.2
O -1.325549 -3.942806 -5.020657 0.5 0.2 -0.2
H -5.193910 -0.984678 -2.777741 -0.3 0.2 0.1
H -3.782390 -0.028525 -2.279687 0.0 0.1 0.2
H -3.559702 -2.553477 -3.073127 0.0 -0.1 0.2
H -5.045319 -2.377831 -5.575033 0.0 -0.6 -0.1
H -2.721482 -3.261035 -7.596666 0.1 -0.1 -0.2
H -0.975184 -3.044470 -4.940203 -0.1 0.1 0.2
C -2.271798 1.363886 0.193266 -0.2 0.1 -0.1
O -3.603630 1.281500 -0.317368 0.1 -0.2 0.2
H -2.032517 0.418775 0.669507 -0.1 -0.1 0.0
H -1.562422 1.542117 -0.617746 0.1 0.0 0.1
H -2.192841 2.165249 0.927850 0.1 0.0 0.0
H -3.805468 2.123204 -0.734463 -0.1 0.0 0.0
C 1.614749 -4.889216 -3.741723 0.3 0.1 0.1
O 2.374452 -3.841059 -3.125998 -0.1 0.0 0.0
H 0.564607 -4.621043 -3.700376 0.0 0.1 0.0
H 1.907129 -5.008447 -4.788496 -0.1 0.0 0.0
H 1.761311 -5.831521 -3.210954 0.0 -0.1 -0.1
H 3.299521 -4.093648 -3.170157 0.1 0.0 0.0
C 0.838599 1.367148 2.949196 0.0 -0.1 -0.2
O 0.414068 1.024825 1.630997 0.0 0.0 0.0
H 0.245888 2.205806 3.294313 -0.1 0.0 -0.1
H 0.693591 0.523019 3.631131 0.1 0.1 0.1
H 1.887541 1.647006 2.940206 0.0 0.1 0.2
H 0.955821 0.283597 1.346095 0.0 0.0 -0.1
C 3.226305 3.877001 4.749008 -0.1 0.2 -0.3
O 1.859903 3.910080 4.344810 0.0 0.0 0.3
H 3.409475 2.906230 5.203850 0.0 0.0 0.0
H 3.866451 3.999749 3.873756 0.2 -0.1 0.1
H 3.448077 4.660632 5.480249 0.0 -0.1 0.0
H 1.687277 4.756823 3.926793 0.0 0.0 -0.1
C 5.639119 4.124632 0.749616 -0.2 -0.1 0.0
O 4.651783 3.719808 1.693972 0.2 0.0 -0.1
H 6.192115 4.949023 1.192525 0.0 0.0 0.0
H 6.334131 3.310380 0.527910 0.0 0.0 0.0
H 5.179214 4.463310 -0.181105 0.0 0.0 0.0
H 4.156419 2.994185 1.301752 -0.1 0.0 0.0
C -5.513333 2.006957 2.625264 0.1 -0.2 -0.3
O -5.932542 1.679617 1.312291 -0.3 0.0 0.3
H -6.134312 2.826873 2.984040 0.0 0.0 0.0
H -5.628094 1.152753 3.300196 0.0 0.1 0.1
H -4.465653 2.320169 2.624324 0.0 0.0 0.1
H -5.353108 0.975595 0.999721 0.2 0.2 -0.3
C -1.444707 0.680565 5.947280 0.0 -0.1 -0.2
O -1.883626 0.308355 4.648471 -0.1 0.1 0.2
H -2.048840 1.527459 6.262379 0.0 0.0 0.0
H -1.579638 -0.134174 6.665271 0.0 0.0 0.0
H -0.392883 0.983565 5.940961 0.0 0.0 0.0
H -1.350479 -0.436952 4.362449 0.0 0.0 -0.1
C 1.271338 2.429404 -2.061931 0.1 -0.1 0.1
O 2.406135 2.071208 -1.271087 0.0 0.1 0.1
H 1.617184 2.556980 -3.084039 0.0 0.0 0.0
H 0.511741 1.645993 -2.043873 0.0 0.0 0.0
H 0.828056 3.366821 -1.716358 0.0 0.0 0.0
H 2.094380 1.949840 -0.368126 -0.1 -0.1 0.0
C -0.096643 -7.595902 -1.266778 0.0 0.0 -0.2
O 0.561141 -7.889503 -2.494711 -0.1 -0.1 0.1
H 0.541185 -7.958313 -0.463784 0.0 0.0 0.0
H -0.245225 -6.520011 -1.144015 0.0 0.0 0.0
H -1.064955 -8.098362 -1.204081 0.0 0.0 0.0
H -0.003115 -7.566790 -3.203933 0.0 0.0 -0.1
C 4.704844 -2.567789 -0.823369 0.2 0.0 -0.1
O 5.896213 -2.252440 -1.543945 -0.2 0.0 0.1
H 3.858001 -2.333009 -1.461637 0.0 0.0 0.0
H 4.671122 -3.631109 -0.571184 -0.1 0.0 0.0
H 4.632519 -1.974477 0.092941 -0.1 0.0 0.0
H 6.645591 -2.461680 -0.982457 0.1 0.0 0.0
C 4.889966 0.019752 2.316845 -0.1 -0.1 0.0
O 3.471245 -0.118280 2.263364 0.2 0.0 0.0
H 5.109211 1.074975 2.463350 0.0 0.0 0.0
H 5.310440 -0.543085 3.154074 0.0 0.0 0.0
H 5.356550 -0.314789 1.386827 0.0 0.1 0.0
H 3.275506 -1.050812 2.139470 0.0 0.0 0.0
C -3.129163 4.838649 2.339104 -0.1 0.2 -0.3
O -2.732252 4.651206 0.983457 0.1 0.0 0.2
H -2.509870 4.194128 2.958196 0.0 0.0 0.0
H -2.984454 5.879973 2.643081 0.0 0.0 0.1
H -4.177054 4.565084 2.471963 0.0 0.0 0.1
H -3.282637 5.217237 0.437026 0.0 0.0 -0.1



No. 2
61
Properties=species:S:1:pos:R:3:forces:R:3 method="wB97M-V/def2-TZVPD" charge=0 e_above_lowest_kj_mol=0.3 homo_energy_ev=-9.09
Al 1.758316 0.905397 0.443993 0.5 2.2 0.0
B 3.961659 0.041854 1.896226 -2.3 1.1 -0.6
H 4.913997 -0.477401 2.323212 0.9 -0.5 0.0
H 4.095049 0.177737 0.711365 0.1 0.2 -1.8
H 3.038293 -0.680480 2.092451 -1.1 -0.8 0.3
H 3.697600 1.099060 2.324979 -0.1 1.0 0.6
B 1.849483 3.082062 -2.315527 1.1 1.3 -1.6
H 1.258678 3.975147 -1.825194 -0.8 0.3 1.2
H 1.529520 3.006241 -3.436837 -0.4 -0.6 -1.0
H 3.006516 3.215651 -2.274109 1.1 0.0 0.3
H 1.533691 2.106700 -1.710961 -0.7 -2.4 2.0
B 1.398531 3.749239 1.258454 0.6 -1.0 0.2
H 1.260847 3.224849 0.187264 0.1 -0.2 -1.5
H 0.556768 4.534973 1.449424 -1.4 0.0 0.0
H 1.355534 2.866373 2.074549 -0.1 -1.1 1.5
H 2.461762 4.213819 1.374393 1.2 -0.2 -0.2
C -2.291598 4.847178 -0.863165 1.6 -0.7 0.6
C -2.263136 4.501525 -2.353298 -0.8 0.2 -0.5
C -1.979099 3.012836 -2.562780 -0.3 -1.0 0.7
S -2.141163 2.147573 -0.960048 -0.3 2.2 1.3
O -0.822852 1.831714 -0.440242 0.2 -0.4 0.0
O -3.156091 1.122579 -0.927625 0.1 -0.2 -0.4
C -2.695793 3.651984 -0.015208 -0.3 -1.0 -0.4
H -2.836283 5.724761 -0.524337 0.0 0.1 -0.5
H -1.227878 4.979127 -0.638664 -0.1 0.4 0.4
H -1.514447 5.080996 -2.891066 0.1 0.0 0.2
H -3.215852 4.785831 -2.805645 -0.1 -0.3 -0.1
H -0.959883 2.735260 -2.832958 0.0 0.3 -0.4
H -2.729425 2.510194 -3.169875 0.2 0.0 -0.3
H -2.178168 3.636555 0.941899 0.0 -0.1 0.0
H -3.767641 3.543794 0.153953 0.0 0.0 -0.2
C -1.645571 -3.367795 -1.364420 -0.2 -0.6 1.0
C -0.217101 -3.630252 -1.853075 -0.3 -0.5 -0.5
C 0.063209 -2.657020 -2.991441 0.0 0.1 0.1
S -0.690291 -1.059809 -2.432547 0.0 -1.8 -0.7
O -1.289074 -0.313010 -3.514459 0.3 -0.2 0.6
O 0.341040 -0.442706 -1.627225 0.4 0.2 0.8
C -1.998181 -1.910658 -1.400826 1.3 1.6 -0.7
H -1.663830 -3.728315 -0.334266 -0.4 0.1 0.0
H -2.450826 -3.902591 -1.867687 0.4 -0.3 -0.4
H -0.126622 -4.666705 -2.184699 -0.1 0.1 -0.3
H 0.477977 -3.603617 -1.014243 0.1 0.7 -0.1
H -0.430944 -2.992425 -3.903608 -0.2 0.2 0.0
H 1.122845 -2.548892 -3.212865 0.0 0.4 0.1
H -2.893633 -1.695458 -1.975165 -0.2 0.2 0.5
H -1.880687 -1.393725 -0.450158 -0.6 0.0 0.0
C 0.688833 -4.700845 3.157145 1.4 -1.4 0.2
C 1.640284 -3.753119 3.927985 -1.2 2.5 -1.5
C 0.857742 -2.429675 3.882802 -2.0 1.0 1.5
S -0.112620 -2.323987 2.361125 1.5 -1.5 0.8
O 0.581423 -1.449068 1.429633 -0.3 0.9 -0.6
O -1.509410 -2.187882 2.667496 0.0 0.5 -0.3
C 0.197708 -4.066373 1.899130 -0.5 1.8 -0.8
H -0.156139 -5.091569 3.721407 0.3 0.1 0.4
H 1.371232 -5.510029 2.885167 -0.6 -0.5 0.0
H 2.487976 -3.415346 3.326349 0.6 -1.3 0.1
H 1.884931 -4.065639 4.935827 0.1 0.0 -0.1
H 1.259227 -1.422549 4.001790 0.9 -0.4 -0.1
H 0.062737 -2.451770 4.637236 0.0 -0.1 0.0
H 0.930091 -4.095914 1.094466 0.0 0.1 0.0
H -0.799235 -4.276388 1.514528 0.2 -0.9 0.2



No. 3
27
Properties=species:S:1:pos:R:3:forces:R:3 method="wB97M-V/def2-TZVPD" charge=+2 homo_energy_ev="-14.90 / -17.88" spin_multiplicity=5 s2=6.040
Pd -0.691609 -0.974902 -1.678515 -4.2 1.1 4.1
C -0.391499 -1.227085 -3.512711 2.1 -0.2 -5.0
H -1.473245 -1.013337 -3.395635 -0.6 0.1 -0.5
H 0.159096 -0.440504 -4.080078 -0.4 -0.8 0.4
H -0.130948 -2.240717 -3.812523 -0.3 0.1 -0.2
H 0.938658 -1.119870 -1.934004 1.9 -2.3 -2.2
H 1.033237 -0.782352 -1.218721 1.5 0.3 1.3
F 2.987421 3.421114 -1.404851 -1.7 -2.2 1.4
C 2.248949 2.490775 -0.720331 1.8 2.8 0.1
C 1.778028 1.360952 -1.373375 -0.8 -2.0 -0.5
C 1.066149 0.425287 -0.632186 0.2 2.9 -0.7
C 0.631959 0.661740 0.665373 -1.1 -0.6 1.2
C 1.152947 1.834296 1.289084 0.9 2.0 1.8
F 0.827938 2.142774 2.587192 0.4 -0.7 -2.1
C 1.994972 2.732946 0.642434 -0.8 -0.9 0.0
C -0.410049 -0.189221 1.241587 -0.1 -0.1 -0.3
C -0.796172 -0.217955 2.590722 0.4 0.6 0.0
C -1.776487 -1.092531 3.034795 -0.3 -0.5 -0.3
C -2.390172 -1.950989 2.115628 0.1 0.4 0.5
C -2.028914 -1.858564 0.769480 1.1 0.9 -0.4
N -1.063395 -1.002706 0.351872 -0.4 -1.1 0.8
H 1.944301 1.215306 -2.445025 0.2 0.1 0.4
H 2.389358 3.597012 1.152055 0.0 0.1 0.0
H -0.309046 0.475314 3.264366 -0.1 -0.2 0.1
H -2.055522 -1.103580 4.087306 0.1 -0.1 -0.3
H -3.138610 -2.676824 2.422830 0.1 0.2 0.0
H -2.497345 -2.466379 -0.006768 0.1 0.1 0.3



No. 4
27
Properties=species:S:1:pos:R:3:forces:R:3 method="wB97M-V/def2-TZVPD" charge=0 e_above_lowest_kj_mol=982.3 homo_energy_ev=-8.03
C -2.945638 -2.034864 -0.433308 1.2 2.4 -13.5
C -2.261747 -1.754791 0.602568 3.0 5.0 14.9
N -1.439903 -0.577893 0.544495 2.5 1.3 -0.9
C -0.223805 -0.688108 0.155703 5.8 5.9 -4.2
C 0.301149 0.752257 -0.270564 -3.7 -2.8 2.7
C 1.628400 1.215920 -0.772834 1.6 -6.8 18.0
C 2.591643 0.048698 -0.852689 1.2 6.5 -1.9
C 3.129689 -0.487052 0.278531 -1.6 -4.1 9.8
O 3.340610 -0.007380 1.475072 -0.1 -2.0 -6.4
O 2.921508 -1.935446 0.137123 2.3 1.3 5.5
C -0.806566 1.554754 0.208644 1.4 -0.9 -0.4
C -0.863230 3.212126 0.400749 -1.5 -5.7 -2.3
N -1.728331 0.723729 0.669899 -4.0 1.0 1.1
H -2.121212 -2.398711 -1.254005 -2.0 0.5 1.2
H -3.529215 -2.750530 -0.317236 -5.3 -6.6 1.0
H -3.496390 -1.238840 -0.976573 0.4 -0.1 0.7
H -2.935131 -1.193119 1.470908 0.5 -2.2 -1.4
H -1.713921 -2.591696 1.191708 -0.7 1.4 -1.3
H 0.325032 -1.334939 -0.459694 0.0 -2.4 0.1
H 2.003404 1.864174 0.232909 -0.5 -1.0 -3.1
H 1.519747 1.656822 -1.503093 -1.2 8.2 -13.1
H 2.206081 -0.511563 -1.572321 -0.9 -3.4 -2.8
H 3.475356 0.573226 -1.195592 0.7 0.1 -1.2
H 3.127847 -2.256546 1.212476 -0.8 1.2 -4.6
H -1.871547 3.418394 0.675752 -0.1 0.7 1.0
H 0.009249 3.201951 0.919667 1.9 1.5 2.6
H -0.643077 3.539439 -0.568304 0.1 0.9 -1.5